Entry 1:
{"formula": "C3H7N2", "method": "wB97M-V/def2-TZVPD", "total_charge": 1, "e_above_lowest_kj_mol": 368.39, "homo_ev": -15.1, "elements": ["C", "C", "N", "N", "C", "H", "H", "H", "H", "H", "H", "H"], "xyz": [[-1.79544, 1.10320, -0.09649], [-1.13491, -0.14793, -0.62960], [-0.11330, -0.54532, 0.03643], [0.88243, -0.92439, 0.55637], [2.24301, -0.81736, 0.37968], [-2.80675, 1.00303, 0.17173], [-2.10942, 1.75104, -0.96825], [-1.27591, 1.56761, 0.61274], [-1.67547, -0.61538, -1.34230], [2.70781, -1.87748, 0.77614], [2.57786, -0.35522, -0.58617], [2.50010, -0.14181, 1.08972]], "lowdin_charge": [0.00, 0.03, 0.13, 0.10, -0.03, 0.08, 0.13, 0.04, 0.12, 0.19, 0.13, 0.07]}

=====

Entry 2:
{"formula": "C3H7N2", "method": "wB97M-V/def2-TZVPD", "total_charge": 1, "e_above_lowest_kj_mol": 349.77, "homo_ev": [-13.6, -14.0], "elements": ["C", "C", "C", "N", "N", "H", "H", "H", "H", "H", "H", "H"], "xyz": [[0.40740, 0.65482, -0.49664], [-0.83469, 0.57629, -1.12020], [0.77409, -0.06953, 0.58645], [1.84767, -0.42000, 1.19883], [-1.73244, -0.33112, -0.83467], [1.10408, 1.40799, -0.85369], [-1.05486, 1.27223, -1.91952], [-0.88756, -0.70780, 1.83964], [2.76544, -0.33844, 0.75968], [1.83240, -0.78227, 2.14209], [-1.58760, -0.91734, -0.01280], [-2.63393, -0.34482, -1.28918]], "lowdin_charge": [-0.10, -0.11, -0.12, 0.16, 0.17, 0.13, 0.15, 0.22, 0.16, 0.13, 0.06, 0.14]}

=====

Entry 3:
{"formula": "C3H7N2", "method": "wB97M-V/def2-TZVPD", "total_charge": 1, "e_above_lowest_kj_mol": 277.78, "homo_ev": [-14.0, -14.0], "elements": ["C", "C", "C", "N", "N", "H", "H", "H", "H", "H", "H", "H"], "xyz": [[-1.72159, -1.25559, -0.09488], [1.16412, 1.15022, 0.43861], [0.70193, -0.27424, 0.64898], [-0.34054, -1.02776, 0.39847], [-1.91987, -1.17381, -1.36917], [1.18390, 1.49442, 1.47044], [2.18816, 1.11667, 0.14142], [1.46117, -0.79598, 1.16915], [0.45999, 1.62406, -0.24150], [0.04080, -1.99626, 0.54854], [-2.85391, -1.18948, -1.71098], [-1.12216, -1.04202, -2.08075]], "lowdin_charge": [-0.03, 0.01, -0.05, 0.06, 0.12, 0.11, 0.09, 0.13, 0.09, 0.18, 0.11, 0.17]}

=====

Entry 4:
{"formula": "C3H7N2", "method": "wB97M-V/def2-TZVPD", "total_charge": 1, "e_above_lowest_kj_mol": 468.58, "homo_ev": -14.7, "elements": ["C", "C", "C", "N", "N", "H", "H", "H", "H", "H", "H", "H"], "xyz": [[-0.00151, -0.00454, -0.02407], [1.97240, 0.08343, 0.08601], [-2.62931, -0.02580, 0.04983], [0.84598, 0.97175, 0.17650], [0.94200, -0.89881, -0.40574], [2.75042, 0.12884, -0.79539], [2.49815, -0.36791, 0.94344], [-2.80034, -1.10969, 0.06723], [-2.40179, 0.43513, -0.88718], [-2.80216, 0.73599, 0.93323], [0.72773, 1.96564, 0.26628], [0.89842, -1.91403, -0.41012]], "lowdin_charge": [-0.06, -0.11, 0.30, 0.07, 0.06, 0.17, 0.14, 0.05, -0.01, 0.10, 0.16, 0.15]}

=====

Entry 5:
{"formula": "C3H7N2", "method": "wB97M-V/def2-TZVPD", "total_charge": 1, "e_above_lowest_kj_mol": 241.10, "homo_ev": -15.5, "elements": ["C", "N", "C", "N", "C", "H", "H", "H", "H", "H", "H", "H"], "xyz": [[-0.54125, -0.75796, 0.19683], [-0.63668, 0.70145, 0.00054], [0.86289, 0.79405, -0.44240], [1.60087, -0.01347, 0.43084], [0.81878, -0.72114, -0.46144], [-1.20264, -1.24487, -0.47344], [-0.66496, -1.15912, 1.21519], [-1.33483, 0.87215, -0.75140], [-0.94748, 1.18806, 0.82825], [1.12519, 1.79074, -0.68656], [1.40192, -0.00718, 1.39432], [1.18668, -1.35036, -1.27758]], "lowdin_charge": [-0.06, 0.12, -0.09, 0.10, -0.17, 0.12, 0.16, 0.20, 0.17, 0.15, 0.12, 0.16]}

=====

Entry 6:
{"formula": "C3H7N2", "method": "wB97M-V/def2-TZVPD", "total_charge": 1, "e_above_lowest_kj_mol": 170.84, "spin_multiplicity": 3, "homo_ev": [-10.3, -13.8], "elements": ["C", "C", "C", "N", "N", "H", "H", "H", "H", "H", "H", "H"], "xyz": [[0.71701, 0.52754, 0.00171], [1.98536, 0.34358, -0.08585], [-1.92746, -0.61255, -0.10936], [-2.71770, 0.35685, 0.14591], [3.14492, -0.30048, 0.11056], [-0.83584, -0.39056, -0.11928], [1.92304, 1.25070, -0.77048], [-2.31610, -1.59516, -0.34473], [-2.34143, 1.27790, 0.36249], [-3.73191, 0.26385, 0.15017], [3.19009, -0.96633, 0.86483], [4.01639, 0.13384, -0.14522]], "mulliken_spin": [0.95, 0.56, -0.02, 0.01, 0.36, 0.04, 0.14, 0.00, 0.00, 0.00, -0.02, -0.02]}

=====

Entry 7:
{"formula": "C3H7N2O", "method": "wB97M-V/def2-TZVPD", "total_charge": 1, "e_above_lowest_kj_mol": 589.15, "homo_ev": -15.1, "elements": ["C", "N", "C", "N", "C", "O", "H", "H", "H", "H", "H", "H", "H"], "xyz": [[-0.09999, -1.93209, 0.05254], [-0.08210, -0.66994, -0.00132], [1.01047, 0.18313, 0.03066], [-1.63379, 0.08686, 0.01960], [-1.62837, 1.35967, 0.00369], [-2.46276, -0.77090, -0.05443], [0.74740, -2.62904, 0.01841], [-1.20720, -2.21022, -0.00775], [1.94325, -0.23066, -0.36284], [0.55022, 0.90584, -0.78882], [1.08989, 0.77200, 1.01053], [-2.62621, 1.80955, -0.10568], [-0.82711, 2.03347, -0.23746]], "lowdin_charge": [0.19, -0.09, -0.04, -0.19, 0.13, 0.07, 0.15, 0.14, 0.12, 0.13, 0.15, 0.14, 0.10]}

=====

Entry 8:
{"formula": "C3H7N2O", "method": "wB97M-V/def2-TZVPD", "total_charge": 1, "e_above_lowest_kj_mol": 198.31, "homo_ev": -15.1, "elements": ["O", "C", "C", "N", "C", "N", "H", "H", "H", "H", "H", "H", "H"], "xyz": [[1.88929, -0.04801, 0.55758], [0.71096, -0.04552, -0.61225], [-0.25447, -1.20398, -0.08777], [-1.31374, -0.38320, 0.33323], [-1.05641, 0.90541, 0.25043], [0.03548, 1.18192, -0.44969], [2.70333, 0.44627, 0.41802], [1.07713, -0.14958, -1.69514], [-0.56114, -2.04813, -0.76751], [0.25394, -1.57268, 0.85520], [-2.10435, -0.83189, 0.96582], [-1.68591, 1.62865, 0.66969], [0.30586, 2.12075, -0.43762]], "lowdin_charge": [-0.06, -0.15, -0.08, 0.06, -0.03, 0.13, 0.07, 0.18, 0.16, 0.16, 0.25, 0.16, 0.16]}

=====

Repeat the sixth record exactly.
{"formula": "C3H7N2", "method": "wB97M-V/def2-TZVPD", "total_charge": 1, "e_above_lowest_kj_mol": 170.84, "spin_multiplicity": 3, "homo_ev": [-10.3, -13.8], "elements": ["C", "C", "C", "N", "N", "H", "H", "H", "H", "H", "H", "H"], "xyz": [[0.71701, 0.52754, 0.00171], [1.98536, 0.34358, -0.08585], [-1.92746, -0.61255, -0.10936], [-2.71770, 0.35685, 0.14591], [3.14492, -0.30048, 0.11056], [-0.83584, -0.39056, -0.11928], [1.92304, 1.25070, -0.77048], [-2.31610, -1.59516, -0.34473], [-2.34143, 1.27790, 0.36249], [-3.73191, 0.26385, 0.15017], [3.19009, -0.96633, 0.86483], [4.01639, 0.13384, -0.14522]], "mulliken_spin": [0.95, 0.56, -0.02, 0.01, 0.36, 0.04, 0.14, 0.00, 0.00, 0.00, -0.02, -0.02]}

=====

> Which formula does entry 5 have?

C3H7N2